No. 1
ORCA calculation (the ωB97M-V functional and the def2-TZVPD basis) on a cluster of 2 separate species, C3H6N3O in total.

Summary:
charge = +1
spin multiplicity = 3
HOMO-LUMO gap (alpha / beta) = 6.4 / 10.4 eV
expectation value of S² = 2.01

Last column: natural (NBO) charge in e.
Cartesian coordinates (Å):
C1 1.2336 -1.0534 -0.0681  0.305
C2 -2.2178 0.1360 0.3449  0.330
C3 0.4076 1.0366 -0.3102  -0.160
N1 1.2188 -0.0379 -0.8491  -0.489
N2 -0.0103 0.5070 0.9636  -0.086
N3 0.5419 -0.7109 1.0261  -0.352
O1 -2.1812 0.3825 -0.7888  -0.491
H1 1.6922 -2.1258 -0.1624  0.294
H2 -2.8976 -0.2288 1.2312  0.168
H3 0.9421 2.1126 -0.2248  0.263
H4 -0.3773 1.3559 -0.9901  0.283
H5 1.5665 -0.0719 -1.8860  0.479
H6 0.0815 -1.3018 1.7136  0.455

No. 2
ORCA calculation (the ωB97M-V functional and the def2-TZVPD basis) on an isolated molecule of C4H8O.

Summary:
spin multiplicity = 1
HOMO-LUMO gap = 9.8 eV
structure (SMILES) = CCC(C)=O

Last column: natural (NBO) charge in e.
Cartesian coordinates (Å):
C1 -0.5918 -0.6887 1.4523  -0.610
C2 0.5117 0.2499 0.9629  -0.455
C3 -0.1492 0.9504 -0.6471  0.633
C4 0.1543 -0.0135 -1.7870  -0.738
O1 -0.4824 2.0900 -0.6699  -0.520
H1 -1.3862 -0.1968 1.7831  0.202
H2 -0.1822 -1.2655 2.2319  0.205
H3 -0.7523 -1.1978 0.4923  0.194
H4 1.5520 -0.2914 0.7828  0.192
H5 0.5776 0.9781 1.6610  0.189
H6 0.5979 0.5543 -2.6988  0.242
H7 0.8666 -0.6502 -1.4122  0.223
H8 -0.7159 -0.5187 -2.1512  0.242

No. 3
ORCA calculation (the ωB97M-V functional and the def2-TZVPD basis) on a structure of composition C54H46N6O6Ta.

Summary:
charge = +1
spin multiplicity = 1
HOMO-LUMO gap = 5.5 eV

Last column: Löwdin charge in e.
Cartesian coordinates (Å):
Ta1 -1.5064 1.4665 -0.0297  1.966
O1 -1.4881 0.4017 -4.0029  0.099
C1 -1.7715 1.0654 -2.9887  -0.424
N1 -0.8525 1.6816 -2.1322  -0.035
C2 -0.1799 2.8303 -2.5995  -0.206
C3 0.4105 2.9723 -3.8557  -0.028
C4 1.0578 4.1450 -4.1800  -0.087
C5 1.2141 5.1184 -3.2020  -0.085
C6 0.6343 5.0097 -1.9362  -0.024
C7 -0.1180 3.8992 -1.6283  -0.191
N2 -0.7836 3.5641 -0.4015  -0.030
C8 -0.4748 4.2274 0.7603  -0.472
O2 0.5012 4.9231 0.9740  0.098
C9 -1.5210 3.9318 1.8291  -0.144
C10 -1.7068 4.7876 2.8803  0.025
C11 -2.6813 4.5238 3.8614  0.004
C12 -3.3599 3.2969 3.8249  -0.033
C13 -3.0246 2.4167 2.8107  -0.133
N3 -2.2320 2.7305 1.7642  -0.026
C14 -3.1135 1.1979 -2.4131  -0.167
C15 -4.2589 0.7153 -3.0225  0.056
C16 -5.5187 0.7857 -2.3989  0.016
C17 -5.5758 1.4869 -1.2149  -0.028
C18 -4.4418 2.0299 -0.6403  -0.067
N4 -3.2134 1.8127 -1.1859  -0.071
H1 0.3060 2.2160 -4.6101  0.097
H2 1.5267 4.2902 -5.1723  0.120
H3 1.9252 5.9340 -3.4195  0.113
H4 0.7043 5.7855 -1.1607  0.115
H5 -1.0618 5.6733 2.8590  0.139
H6 -2.9001 5.1992 4.7101  0.132
H7 -4.1356 3.0298 4.5748  0.132
H8 -3.5097 1.4430 2.7682  0.123
H9 -4.1330 0.1376 -3.9530  0.147
H10 -6.4081 0.3499 -2.8644  0.135
H11 -6.4939 1.7265 -0.7301  0.114
H12 -4.4766 2.6216 0.2804  0.119
C19 2.3546 -3.9167 2.4047  0.024
C20 1.9293 -3.0906 1.2181  -0.578
C21 2.4813 -3.7964 -0.0042  0.006
O3 2.3206 -1.7149 1.2497  0.001
C22 1.2992 -0.8291 0.6557  -0.092
C23 0.2296 -1.8678 0.3170  -0.119
O4 0.5052 -3.0339 1.1711  -0.035
C24 -1.3080 -1.7355 0.2113  -0.301
O5 -1.6132 -0.3975 -0.2109  -0.260
C25 -2.0763 -2.1159 1.4718  -0.159
C26 -1.5936 -2.3468 2.7617  -0.022
C27 -2.4611 -2.6785 3.8132  -0.060
C28 -3.8604 -2.6379 3.6440  -0.060
C29 -4.3629 -2.4237 2.3354  -0.072
C30 -3.4736 -2.1299 1.3132  -0.072
C31 -1.7784 -2.7501 -0.9229  -0.129
C32 -1.7140 -2.4664 -2.3088  -0.030
C33 -1.6735 -3.4715 -3.2649  -0.067
C34 -1.8472 -4.8034 -2.8737  -0.091
C35 -2.1199 -5.1208 -1.5539  -0.062
C36 -2.1450 -4.0732 -0.5979  -0.016
C37 1.1528 0.4820 1.5596  -0.291
O6 0.0210 1.2292 1.0841  -0.265
C38 1.0453 0.1778 3.0474  -0.127
C39 -0.1796 0.2836 3.7050  -0.062
C40 -0.3416 -0.0055 5.0405  -0.078
C41 0.7804 -0.3855 5.8084  -0.057
C42 2.0451 -0.3505 5.1956  -0.055
C43 2.1791 -0.0944 3.8321  -0.047
C44 2.4178 1.2885 1.2360  -0.138
C45 2.7581 1.4658 -0.1004  -0.040
C46 3.8585 2.2070 -0.4920  -0.042
C47 4.5518 2.9400 0.4797  -0.074
C48 4.1023 2.9231 1.7861  -0.060
C49 3.0758 2.0594 2.1865  -0.015
H13 3.4252 -4.1419 2.3326  0.099
H14 1.7116 -4.7831 2.3776  0.098
H15 2.1818 -3.4127 3.3511  0.086
H16 3.5601 -3.9874 0.1138  0.097
H17 2.3685 -3.2104 -0.9450  0.090
H18 1.9785 -4.7452 -0.1807  0.098
H19 1.7444 -0.4686 -0.3026  0.138
H20 0.4573 -2.2038 -0.7429  0.161
H21 -0.5473 -2.4364 2.9967  0.109
H22 -1.9980 -3.0448 4.7343  0.113
H23 -4.5476 -2.8133 4.4809  0.106
H24 -5.4119 -2.4721 2.1105  0.097
H25 -3.9072 -1.8618 0.3376  0.125
H26 -1.5595 -1.4517 -2.6338  0.076
H27 -1.5342 -3.2190 -4.3171  0.112
H28 -1.7446 -5.5715 -3.6218  0.101
H29 -2.2784 -6.1676 -1.2600  0.113
H30 -2.4981 -4.3395 0.4517  0.140
H31 -1.0332 0.6194 3.1500  0.076
H32 -1.3855 0.0494 5.4152  0.115
H33 0.7328 -0.6294 6.8514  0.096
H34 2.9348 -0.5651 5.7898  0.112
H35 3.1441 -0.1852 3.3711  0.120
H36 2.0544 1.1577 -0.8241  0.093
H37 4.1281 2.3541 -1.5577  0.119
H38 5.3670 3.6355 0.2581  0.111
H39 4.6324 3.4955 2.5345  0.106
H40 2.7594 1.9599 3.2073  0.102
N5 5.1684 -2.9273 -3.8394  0.096
C50 4.3982 -1.8781 -4.2711  -0.334
C51 3.0058 -2.1071 -4.3644  -0.043
C52 2.1662 -1.0141 -4.5579  -0.150
N6 2.6663 0.2415 -4.6448  0.031
C53 4.0046 0.3857 -4.7746  -0.163
C54 4.9418 -0.6053 -4.5480  -0.025
H41 4.7751 -3.8350 -3.7002  0.084
H42 6.2132 -2.8106 -3.8864  0.130
H43 2.6422 -3.1136 -4.0807  0.109
H44 1.0782 -1.1502 -4.5883  0.096
H45 4.3103 1.3920 -5.0623  0.104
H46 5.9969 -0.3860 -4.5142  0.103

No. 4
ORCA calculation (the ωB97M-V functional and the def2-TZVPD basis) on a cluster of 2 separate species, C4H14N2O in total.

Summary:
spin multiplicity = 1
HOMO-LUMO gap = 9.4 eV
structure (SMILES) = CNCCNC.O

Last column: natural (NBO) charge in e.
Cartesian coordinates (Å):
C1 0.0000 0.0000 0.0000  -0.410
N1 0.2889 -0.3413 -1.3951  -0.637
C2 1.5021 0.2478 -1.9960  -0.218
C3 1.7409 -0.0946 -3.4563  -0.221
N2 1.6039 -1.5045 -3.7382  -0.633
C4 2.1269 -1.9521 -5.0831  -0.421
H1 0.7105 -0.4380 0.7210  0.165
H2 -0.9981 -0.4326 0.1826  0.201
H3 -0.0511 1.0881 0.1732  0.193
H4 0.3631 -1.3666 -1.4008  0.356
H5 2.3766 -0.1322 -1.4336  0.160
H6 1.4899 1.3501 -1.8949  0.193
H7 2.7863 0.1638 -3.7126  0.193
H8 1.0763 0.5239 -4.0897  0.160
H9 0.6179 -1.7946 -3.7565  0.355
H10 2.0370 -3.0373 -5.2589  0.231
H11 3.1871 -1.6658 -5.1857  0.198
H12 1.5430 -1.4213 -5.8537  0.141
O1 2.2076 -3.0478 -7.6202  -0.946
H13 1.9202 -2.9407 -8.5551  0.471
H14 2.1308 -2.1468 -7.2322  0.469

No. 5
ORCA calculation (the ωB97M-V functional and the def2-TZVPD basis) on a cluster of 2 separate species, C10H21F3N2O7P2 in total.

Summary:
charge = -2
spin multiplicity = 1
HOMO-LUMO gap = 2.1 eV

Last column: natural (NBO) charge in e.
Cartesian coordinates (Å):
C1 -2.7980 0.3329 -2.8514  -0.611
C2 -1.4271 -0.2910 -3.1193  -0.418
C3 -0.3474 0.1827 -2.1616  -0.406
C4 -0.7264 0.0034 -0.6964  -0.426
C5 0.4743 0.4071 0.1402  -0.228
N1 0.5464 -0.1478 1.5238  -0.503
C6 1.4506 0.6723 2.3808  0.089
O1 0.7573 1.5937 3.1978  -0.536
C7 0.2809 2.7438 2.6251  0.810
C8 1.3109 3.6204 1.9800  -0.746
O2 -0.8682 3.0255 2.7446  -0.549
C9 -0.8013 -0.2998 2.0995  0.082
O3 -0.6394 -0.6329 3.4722  -0.509
C10 -1.5772 -1.4167 4.0001  1.174
F1 -1.4301 -1.4089 5.3196  -0.315
F2 -1.5368 -2.6850 3.5764  -0.322
F3 -2.8268 -0.9793 3.7082  -0.346
P1 1.6675 -1.9818 1.2346  0.851
N2 1.4547 -2.7973 2.5627  -1.345
H1 -3.2971 -0.1269 -1.9939  0.178
H2 -3.4444 0.2504 -3.7259  0.204
H3 -2.6925 1.3991 -2.6204  0.180
H4 -1.4913 -1.3774 -3.0033  0.194
H5 -1.0977 -0.1257 -4.1466  0.286
H6 0.5527 -0.4029 -2.3701  0.292
H7 -0.0911 1.2304 -2.3639  0.178
H8 -1.5795 0.6393 -0.4401  0.190
H9 -1.0121 -1.0399 -0.5359  0.201
H10 1.3755 0.0427 -0.3655  0.229
H11 0.5477 1.4982 0.1877  0.174
H12 2.0181 0.0021 3.0230  0.218
H13 2.1556 1.1674 1.7158  0.179
H14 0.8014 4.4974 1.5933  0.239
H15 1.8402 3.1306 1.1684  0.242
H16 2.0613 3.9116 2.7173  0.236
H17 -1.3681 0.6302 2.0214  0.188
H18 -1.3152 -1.0886 1.5552  0.207
H19 1.2244 -2.6344 0.0425  -0.035
H20 3.0451 -1.5393 1.0740  -0.103
H21 0.9928 -3.6801 2.3946  0.363
O4 2.6166 -0.2926 -6.1138  -1.046
P2 1.5640 -1.2684 -5.5485  2.448
O5 0.1505 -0.8616 -6.0300  -1.087
O6 1.5420 -1.2022 -3.9926  -1.052
O7 1.9371 -2.7005 -5.9795  -1.048

No. 6
ORCA calculation (the ωB97M-V functional and the def2-TZVPD basis) on a cluster of 6 separate species, CH15N2O5 in total.

Summary:
charge = +1
spin multiplicity = 1
HOMO-LUMO gap = 11.5 eV

Last column: natural (NBO) charge in e.
Cartesian coordinates (Å):
N1 -0.0669 2.4672 -0.1828  -0.707
C1 -0.8789 1.4470 -0.0461  0.397
N2 -1.3545 0.9845 1.0712  -0.702
H1 0.2851 3.0515 0.5590  0.428
H2 0.2073 2.7127 -1.1193  0.430
H3 -1.1585 0.9821 -0.9801  0.260
H4 -2.1596 0.3655 1.0617  0.463
H5 -1.2922 1.5230 1.9145  0.417
H6 0.7695 -4.1842 -2.6649  0.495
H7 -0.7029 -3.8900 -2.7796  0.483
O1 0.0916 -3.5908 -2.3204  -0.965
H8 -4.8135 -0.1786 -0.4400  0.485
H9 -4.4335 -1.3126 0.4830  0.485
O2 -4.2324 -0.3884 0.2993  -0.965
H10 5.3844 0.9608 0.2203  0.481
H11 3.8893 0.8403 -0.0853  0.466
O3 4.5248 1.3320 0.4438  -0.947
H12 -0.0340 -1.1322 -0.3711  0.466
H13 -0.5548 -2.0045 -1.5085  0.512
O4 -0.7405 -1.1823 -1.0244  -0.983
H14 2.3492 -0.3479 2.3229  0.471
H15 2.8837 1.0023 2.6199  0.488
O5 2.0373 0.5425 2.5270  -0.958

No. 7
ORCA calculation (the ωB97M-V functional and the def2-TZVPD basis) on a cluster of 2 separate species, C3H5P in total.

Summary:
spin multiplicity = 3
HOMO-LUMO gap (alpha / beta) = 7.8 / 8.1 eV
expectation value of S² = 2.13

Last column: natural (NBO) charge in e.
Cartesian coordinates (Å):
C1 -0.1858 0.3013 0.5867  0.154
C2 0.9549 0.8895 -0.1395  -0.590
C3 0.7424 -0.5983 -0.1289  -0.596
P1 -2.8921 -0.0361 -0.0952  0.152
H1 0.7792 1.4620 -1.0387  0.246
H2 1.7500 1.2926 0.4753  0.245
H3 1.4082 -1.2247 0.4531  0.242
H4 0.3807 -1.0829 -1.0256  0.244
H5 -2.9375 -1.0036 0.9128  -0.097

No. 8
ORCA calculation (the ωB97M-V functional and the def2-TZVPD basis) on a structure of composition C9H7Cl2NO3PmSm.

Summary:
charge = +4
spin multiplicity = 10
HOMO-LUMO gap (alpha / beta) = 3.4 / 3.5 eV
expectation value of S² = 24.77

Last column: Mulliken spin population.
Cartesian coordinates (Å):
Pm1 -1.4995 -0.2323 -5.1988  4.063
Sm1 1.2850 1.3986 -1.3726  5.080
Cl1 -1.4366 -2.3106 -3.8117  -0.069
Cl2 -0.5129 3.0792 -1.5800  -0.042
C1 2.0631 3.0406 0.3361  -0.006
C2 0.4509 -0.6963 -6.4034  -0.010
C3 0.4162 0.4316 -4.1611  0.009
O1 2.2404 3.8228 1.1649  0.001
O2 1.4988 -0.9570 -6.8406  0.007
O3 1.4655 0.6497 -3.5616  0.006
C4 -0.9302 -1.3158 4.0389  0.000
C5 -0.5440 -0.7832 2.6930  -0.001
C6 0.7780 -0.8193 2.2552  -0.001
C7 1.0953 -0.3085 1.0022  -0.001
N1 0.1379 0.2590 0.2012  -0.029
C8 -1.1594 0.2991 0.6317  -0.001
C9 -1.5163 -0.2253 1.8589  -0.001
H1 -0.5937 -2.3509 4.1760  0.000
H2 -0.4930 -0.7069 4.8412  0.000
H3 -2.0201 -1.2889 4.1404  0.000
H4 1.5712 -1.2367 2.8803  0.000
H5 2.1153 -0.3322 0.5860  -0.002
H6 -1.8556 0.7742 -0.0579  -0.001
H7 -2.5562 -0.1909 2.1818  0.000

No. 9
ORCA calculation (the ωB97M-V functional and the def2-TZVPD basis) on a structure of composition C33H14BrF4N14STi.

Summary:
charge = +1
spin multiplicity = 1
HOMO-LUMO gap = 7.1 eV

Last column: natural (NBO) charge in e.
Cartesian coordinates (Å):
Ti1 0.0199 -0.0703 -1.0535  1.326
N1 -1.6992 3.7620 -2.6127  -0.765
C1 -1.0652 2.6007 -2.3930  0.310
S1 -1.6827 1.6042 -1.0915  -0.098
N2 -0.0611 2.3014 -3.1721  -0.402
N3 0.4989 1.1081 -2.8519  -0.261
C2 1.4416 0.6844 -3.6063  0.089
C3 2.0618 -0.5822 -3.2426  0.164
C4 2.9984 -1.2202 -4.0353  -0.205
C5 3.4914 -2.4500 -3.6242  -0.114
C6 3.0335 -3.0004 -2.4391  -0.218
C7 2.1016 -2.2992 -1.6943  0.093
N4 1.6330 -1.1100 -2.0791  -0.487
H1 -2.5512 3.9731 -2.1253  0.417
H2 -1.4515 4.3019 -3.4259  0.419
H3 1.7540 1.2516 -4.4766  0.228
H4 3.3177 -0.7658 -4.9628  0.243
H5 4.2173 -2.9759 -4.2292  0.244
H6 3.3790 -3.9628 -2.0916  0.249
H7 1.7145 -2.6917 -0.7641  0.231
N5 -1.2129 -1.4380 -1.2647  -0.599
C8 -1.9694 -2.2275 -0.6653  0.350
C9 -2.2285 -3.6457 -1.0313  -0.211
C10 -1.3142 -4.3475 -1.8686  0.255
N6 -0.5366 -4.8278 -2.5637  -0.229
C11 -3.3073 -4.0679 -0.3595  0.289
N7 -3.9098 -5.2423 0.0258  -0.421
F1 -3.5355 -1.1561 4.0275  -0.269
C12 -3.5646 -1.9445 2.9639  0.335
C13 -4.5205 -2.8742 2.8251  0.353
F2 -5.4539 -3.0859 3.7324  -0.260
C14 -4.4306 -3.6892 1.6330  -0.103
C15 -3.9534 -2.9688 0.4142  0.315
C16 -2.8798 -1.8702 0.5521  0.253
F3 -3.4299 -0.6333 0.3171  -0.304
C17 -2.4226 -1.8403 2.0118  -0.005
C18 -1.1728 -1.7296 2.4850  -0.157
C19 0.0238 -1.6511 1.5967  0.268
N8 0.2062 -0.8583 0.6829  -0.632
C20 -0.8985 -1.7691 3.8943  0.237
N9 -0.6779 -1.8050 5.0202  -0.205
F4 -5.0320 -2.4594 -0.2719  -0.303
C21 -4.4870 -4.9927 1.3353  0.130
C22 -3.5661 -6.4670 -0.4206  0.380
N10 -3.2806 -7.5098 -0.8086  -0.220
C23 -4.9313 -6.0895 2.1217  0.207
N11 -5.2800 -6.9768 2.7610  -0.155
Br1 1.2501 -3.1191 1.9658  0.015
N12 3.2415 9.4725 2.8892  -0.251
C24 3.1070 8.3911 2.5282  0.252
C25 2.9368 7.0362 2.0759  -0.154
C26 3.9397 6.4271 1.3252  -0.138
C27 3.7717 5.1291 0.8780  -0.239
C28 2.6077 4.4473 1.1988  0.221
C29 1.6094 5.0387 1.9569  -0.244
C30 1.7716 6.3426 2.3903  -0.129
N13 2.4313 3.1089 0.7317  -0.351
C31 3.3622 2.0925 0.7820  -0.059
C32 2.7636 1.0079 0.2288  -0.068
N14 1.4834 1.3471 -0.1620  -0.526
C33 1.3202 2.6133 0.1615  0.237
H8 4.8392 6.9762 1.0851  0.245
H9 4.5313 4.6556 0.2706  0.234
H10 0.7223 4.4792 2.2231  0.234
H11 1.0053 6.8208 2.9839  0.243
H12 4.3331 2.2301 1.2230  0.245
H13 3.1529 0.0124 0.1060  0.233
H14 0.4337 3.1990 -0.0169  0.236